Record 1
Below is a structure of composition C27H19N9O4Sc, with properties calculated with the ωB97M-V functional and the def2-TZVPD basis.

```
! wB97M-V def2-TZVPD RIJCOSX def2/J DEFGRID3
* xyz 1 1
Sc -0.01 -0.52 -0.52
C -2.20 1.71 -1.29
N -2.30 0.45 -0.51
C -3.28 -0.52 -1.01
C -2.59 -1.54 -1.86
N -1.28 -1.68 -1.87
C -1.02 -2.75 -2.75
C 0.19 -3.34 -3.12
C 0.12 -4.39 -4.01
C -1.10 -4.84 -4.53
C -2.30 -4.27 -4.16
C -2.22 -3.21 -3.26
N -3.21 -2.41 -2.68
C -0.76 2.08 -1.43
N 0.13 1.21 -1.89
C 1.36 1.91 -1.89
C 2.62 1.52 -2.34
C 3.65 2.42 -2.20
C 3.43 3.70 -1.65
C 2.18 4.11 -1.24
C 1.16 3.18 -1.38
N -0.21 3.26 -1.11
H -2.79 2.51 -0.85
H -2.60 1.53 -2.29
H -2.51 0.67 0.46
H -4.10 -0.05 -1.57
H -3.74 -1.03 -0.15
H 1.14 -3.01 -2.71
H 1.04 -4.88 -4.31
H -1.11 -5.67 -5.22
H -3.24 -4.62 -4.56
H -4.20 -2.48 -2.82
H 2.79 0.54 -2.76
H 4.64 2.15 -2.51
H 4.27 4.38 -1.56
H 2.01 5.10 -0.84
H -0.71 4.04 -0.72
O -0.73 -1.23 1.28
C -0.35 -0.16 1.88
O 0.12 0.78 1.15
C -0.48 0.00 3.33
C -1.06 -1.01 4.10
C -1.18 -0.83 5.46
C -0.71 0.35 6.00
C -0.11 1.36 5.27
C 0.00 1.17 3.90
N -0.85 0.54 7.48
O -1.33 -0.37 8.11
O -0.48 1.60 7.93
H -1.40 -1.92 3.63
H -1.62 -1.58 6.11
H 0.26 2.24 5.76
H 0.47 1.92 3.29
N 1.95 -1.19 -0.37
C 2.81 -0.56 0.14
C 3.78 0.21 0.69
C 3.47 0.97 1.85
N 3.21 1.60 2.78
C 5.00 0.35 -0.04
N 5.98 0.49 -0.63
*
```

Results
- Electronic energy: -70605.8632 eV
- Energy relative to the best compared isomer or geometry (same formula, charge and spin): 5.8 kcal per mole
- Highest occupied orbital energy: -10.98 eV

Record 2
Below is a structure of composition C24H38As2N4OSZr, with properties calculated with the ωB97M-V functional and the def2-TZVPD basis.

```
! wB97M-V def2-TZVPD RIJCOSX def2/J DEFGRID3
* xyz 4 1
Zr 0.02 0.38 0.60
C -1.72 -3.20 1.43
As -0.96 -1.62 2.25
C 0.29 -2.28 3.56
C -2.38 -0.76 3.23
C -2.67 -1.12 4.55
C -3.73 -0.53 5.22
C -4.51 0.43 4.58
C -4.23 0.80 3.27
C -3.17 0.21 2.59
As -2.79 0.67 0.76
C -3.22 2.55 0.57
C -4.10 -0.20 -0.35
H -2.21 -3.78 2.21
H -0.92 -3.80 1.00
H -2.44 -2.93 0.67
H -0.19 -3.06 4.16
H 0.63 -1.48 4.21
H 1.15 -2.72 3.04
H -2.08 -1.87 5.05
H -3.95 -0.82 6.23
H -5.34 0.88 5.10
H -4.86 1.54 2.79
H -2.66 3.15 1.29
H -4.29 2.70 0.75
H -2.99 2.87 -0.44
H -5.09 0.07 0.02
H -3.99 -1.28 -0.31
H -4.00 0.14 -1.38
C 1.57 3.43 3.06
C 0.45 2.46 3.11
N -0.38 2.40 4.10
O 0.26 1.64 2.10
H 1.36 4.17 2.29
H 2.49 2.91 2.79
H 1.70 3.94 4.01
H -0.27 3.01 4.90
H -1.16 1.74 4.10
N -0.30 1.06 -1.43
C -0.45 1.41 -2.54
C -0.62 1.86 -3.84
C 0.22 2.89 -4.33
C 0.03 3.34 -5.62
C -0.97 2.78 -6.41
C -1.80 1.76 -5.93
C -1.63 1.29 -4.65
H 0.99 3.32 -3.70
H 0.65 4.13 -6.01
H -1.12 3.14 -7.42
H -2.57 1.34 -6.56
H -2.26 0.50 -4.26
C 6.19 -0.12 -1.67
C 4.84 -0.08 -0.98
N 4.00 -1.19 -1.51
C 2.83 -1.59 -1.06
S 2.18 -0.77 0.37
N 2.18 -2.60 -1.60
C 2.69 -3.44 -2.71
C 3.73 -4.46 -2.25
H 6.81 0.69 -1.28
H 6.10 0.02 -2.74
H 6.71 -1.05 -1.47
H 4.33 0.86 -1.17
H 4.95 -0.22 0.10
H 4.41 -1.72 -2.26
H 1.36 -2.93 -1.11
H 3.07 -2.78 -3.48
H 1.82 -3.94 -3.13
H 4.61 -3.99 -1.81
H 4.06 -5.03 -3.11
H 3.31 -5.15 -1.53
*
```

Results
- Electronic energy: -167270.3820 eV
- Energy relative to the best compared isomer or geometry (same formula, charge and spin): 0.0 kcal per mole
- Highest occupied orbital energy: -19.49 eV

Record 3
Below is the ion C2H7N3 with charge +1, with properties calculated with the ωB97M-V functional and the def2-TZVPD basis.

```
! wB97M-V def2-TZVPD RIJCOSX def2/J DEFGRID3
* xyz 1 2
C 1.36 -0.92 -0.98
N 0.73 -0.35 0.25
C -0.44 0.32 0.23
N -0.74 0.89 1.42
N -1.12 0.22 -0.92
H 2.39 -1.20 -0.82
H 1.18 -0.11 -1.69
H 0.85 -1.83 -1.31
H 0.96 -0.83 1.11
H 0.05 1.09 2.02
H -1.35 1.69 1.46
H -1.37 -0.75 -1.12
*
```

Results
- Electronic energy: -6648.9482 eV
- Energy relative to the best compared isomer or geometry (same formula, charge and spin): 7.7 kcal per mole
- Highest occupied orbital energy (spin up / spin down): -15.48 / -15.43 eV

Record 4
Below is a structure of composition C33H47BF2NO2SiTi, with properties calculated with the ωB97M-V functional and the def2-TZVPD basis.

```
! wB97M-V def2-TZVPD RIJCOSX def2/J DEFGRID3
* xyz -1 3
Ti -0.41 -0.91 0.13
C 0.02 -4.45 0.16
C 0.27 -3.09 0.76
C -0.51 -2.58 1.81
C -0.21 -1.37 2.42
C 1.25 -0.95 2.42
C 1.67 -1.09 0.97
C 1.37 -2.29 0.33
H 0.55 -5.23 0.74
H 0.38 -4.50 -0.87
H -1.04 -4.70 0.17
H -1.41 -3.13 2.10
H -0.84 -1.02 3.24
H 1.84 -1.68 3.04
H 2.56 -0.53 0.66
H 1.96 -2.64 -0.52
F -5.52 -2.62 1.40
C -4.63 -1.59 1.22
C -3.38 -1.86 0.69
C -2.45 -0.84 0.50
C -2.84 0.49 0.83
C -4.11 0.70 1.38
F -4.52 1.95 1.78
C -5.02 -0.32 1.58
C -1.86 1.50 0.54
C -2.12 2.87 0.41
C -1.14 3.73 -0.03
C 0.14 3.20 -0.30
C 0.35 1.86 -0.13
N -0.61 1.00 0.26
H -3.15 -2.88 0.42
H -5.99 -0.12 2.01
H -3.11 3.24 0.60
H -1.34 4.79 -0.17
H 0.93 3.84 -0.67
H 1.33 1.42 -0.33
C -0.95 1.05 -3.00
Si -0.49 -0.78 -2.48
C 1.26 -0.94 -3.47
C 1.70 -2.40 -3.55
C 2.30 -0.17 -2.66
C 1.29 -0.35 -4.89
C -1.91 -1.77 -3.48
C -1.99 -1.48 -4.98
C -1.75 -3.27 -3.28
C -3.25 -1.36 -2.87
H -1.14 1.17 -4.06
H -0.14 1.74 -2.75
H -1.83 1.38 -2.46
H 1.50 -2.91 -2.61
H 2.76 -2.49 -3.78
H 1.15 -2.92 -4.33
H 2.37 -0.56 -1.65
H 2.03 0.89 -2.60
H 3.29 -0.24 -3.13
H 0.63 -0.89 -5.56
H 2.30 -0.40 -5.30
H 0.98 0.69 -4.87
H -1.08 -1.78 -5.49
H -2.16 -0.42 -5.16
H -2.82 -2.02 -5.44
H -0.84 -3.64 -3.76
H -2.59 -3.82 -3.71
H -1.70 -3.50 -2.21
H -3.44 -0.30 -3.01
H -3.27 -1.57 -1.80
H -4.07 -1.92 -3.34
C 2.85 1.94 5.70
C 2.00 2.21 4.45
C 1.03 3.36 4.78
O 1.24 1.04 4.18
B 1.64 0.48 3.00
O 2.61 1.24 2.39
C 2.84 2.43 3.13
C 2.37 3.60 2.26
C 4.35 2.56 3.35
H 2.20 1.71 6.53
H 3.46 2.81 5.95
H 3.50 1.08 5.54
H 0.52 3.13 5.71
H 0.29 3.47 3.99
H 1.57 4.29 4.90
H 1.32 3.51 2.02
H 2.92 3.58 1.32
H 2.56 4.55 2.76
H 4.75 1.72 3.91
H 4.58 3.49 3.88
H 4.84 2.59 2.38
*
```

Results
- Electronic energy: -77676.3855 eV
- Highest occupied orbital energy (spin up / spin down): -2.48 / -3.88 eV

Record 5
Below is a cluster of 3 separate species, C5H9N3O in total, with properties calculated with the ωB97M-V functional and the def2-TZVPD basis.

```
! wB97M-V def2-TZVPD RIJCOSX def2/J DEFGRID3
* xyz 0 1
C 1.12 1.65 0.28
C -1.55 -0.67 -1.27
C -1.62 -0.37 1.12
N 0.93 0.32 -0.28
N -1.13 0.13 -0.14
C 0.95 -0.86 0.12
C 3.16 -0.15 -0.34
O 0.83 -2.00 0.28
N 4.27 0.06 -0.61
H 1.56 1.61 1.27
H 0.13 2.11 0.32
H 1.78 2.19 -0.39
H -2.62 -0.50 -1.41
H -1.41 -1.75 -1.13
H -1.04 -0.33 -2.17
H -1.48 -1.45 1.27
H -2.70 -0.17 1.14
H -1.17 0.18 1.95
*
```

Results
- Electronic energy: -11842.4450 eV
- Energy relative to the best compared isomer or geometry (same formula, charge and spin): 160.6 kcal per mole
- Highest occupied orbital energy (spin up / spin down): -9.50 / -9.19 eV